(1)
C6H13IN | wB97M-V/def2-TZVPD

Each line ends with the Löwdin charge.
Atoms and positions in Å:
C (0.16904, 1.42398, 0.32979)  -0.12
C (-1.13472, -0.40165, 0.70600)  -0.45
C (-0.63927, 2.59373, 0.17266)  -0.08
C (1.50218, 1.17788, 0.77959)  -0.06
C (-0.16024, -0.98709, -1.57262)  0.00
C (0.56468, -2.20660, 0.51081)  0.00
N (-0.55885, -1.40563, -0.13314)  -0.40
I (-3.09766, -0.11116, -0.18283)  0.86
H (-1.47319, 2.32616, -0.62681)  0.10
H (-0.06618, 3.52060, 0.14725)  0.11
H (-1.25573, 2.40774, 1.05249)  0.11
H (2.12744, 1.85761, 0.16221)  0.13
H (1.58001, 1.50100, 1.87483)  0.16
H (1.78911, 0.16592, 0.62670)  0.05
H (0.24052, -0.01508, -1.43482)  0.06
H (0.42607, -1.64820, -2.08396)  0.07
H (-1.18941, -0.91747, -1.98818)  0.05
H (0.16305, -3.19319, 0.91105)  0.13
H (1.43013, -2.36502, -0.22759)  0.13
H (0.80859, -1.60780, 1.38205)  0.07
H (-1.22558, -2.11573, -0.40548)  0.10

Forces on atoms 1 to 6 (eV/Å):
C -3.1 -3.1 0.2
C 0.0 2.8 0.3
C -0.3 -1.5 -1.5
C 0.3 2.0 0.6
C -3.7 1.6 1.6
C 0.4 -0.7 0.2

- energy above the lowest of the compared OMol25 structures with the same formula, charge and spin (kcal per mole) = 154.7
- net charge = +1
- HOMO level (spin up / spin down) (Eh) = -0.435 / -0.436
- LUMO level (spin up / spin down) (eV) = -5.1 / -4.8
- HOMO-LUMO gap (spin up / spin down) (eV) = 6.777 / 7.046
- electronic energy (eV) = -16009.78586

(2)
C3HGaO3 | wB97M-V/def2-TZVPD

Each line ends with the Löwdin charge.
Atoms and positions in Å:
O (0.08011, -0.98086, 0.46239)  0.06
C (-1.30752, -0.80106, 0.33683)  -0.18
H (-1.92439, -1.53673, 0.84489)  0.10
C (-1.65744, 0.42915, -0.07682)  -0.17
O (-0.57241, 1.19421, -0.32390)  -0.04
C (0.66399, 0.16054, 0.07152)  -0.38
O (1.77192, 0.10121, -0.46999)  -0.20
Ga (2.94573, 1.43356, -0.84492)  0.81

Forces on atoms 1 to 6 (eV/Å):
O 1.2 2.7 -0.6
C -0.9 -0.3 0.6
H 0.4 0.1 -0.4
C -0.4 1.2 -0.1
O 2.5 -3.3 1.0
C -5.0 -1.1 0.0

- energy above the lowest of the compared OMol25 structures with the same formula, charge and spin (kcal per mole) = 14.6
- net charge = 0
- HOMO level (spin up / spin down) (Eh) = -0.286 / -0.286
- LUMO level (spin up / spin down) (eV) = -0.8 / -0.8
- HOMO-LUMO gap (spin up / spin down) (eV) = 6.947 / 6.948
- electronic energy (eV) = -61640.79824

(3)
C17H27Cl6FO6 | wB97M-V/def2-TZVPD

Each line ends with the Löwdin spin population.
Atoms and positions in Å:
C (1.10292, 1.42354, -0.63944)  0.05
Cl (2.46418, 2.11774, 0.19251)  0.07
Cl (1.25169, -0.32770, -0.86210)  0.03
H (0.25321, 1.56472, 0.02852)  0.00
H (0.86974, 1.88720, -1.59795)  0.01
C (4.74419, 3.51834, -2.12598)  0.08
Cl (6.01575, 3.29745, -0.80696)  0.06
Cl (5.39627, 3.32552, -3.78354)  0.05
H (3.93148, 2.79209, -2.11286)  0.02
H (4.32604, 4.52101, -2.03694)  0.05
C (-0.40377, 2.03682, -5.36364)  0.05
Cl (1.01492, 2.17139, -4.33280)  0.08
Cl (-1.95034, 2.29122, -4.57416)  0.05
H (-0.24063, 2.75012, -6.17152)  0.00
H (-0.38980, 1.06961, -5.86605)  0.00
C (2.40509, -3.80437, -0.02123)  0.00
C (1.11686, -4.32077, -0.66752)  0.00
O (1.13534, -5.77258, -0.37123)  0.00
C (0.04497, -6.43634, -0.47210)  0.00
O (-1.03606, -5.98224, -0.93889)  0.00
O (0.29589, -7.67891, -0.26094)  0.00
C (-0.77732, -8.54850, -0.33224)  0.00
H (3.28008, -4.00158, -0.64058)  0.00
H (2.60770, -4.16214, 0.98826)  0.00
H (2.40746, -2.72572, 0.13563)  0.00
H (1.10481, -4.10315, -1.73551)  0.00
H (0.31628, -3.72086, -0.23477)  0.00
H (-1.20745, -8.63496, -1.33005)  0.00
H (-1.58339, -8.43203, 0.39218)  0.00
H (-0.49212, -9.58658, -0.16156)  0.00
C (0.60779, 4.03047, 4.72130)  0.03
C (0.93365, 3.69669, 3.23742)  0.03
O (-0.09929, 3.08544, 2.48467)  0.01
C (-1.05511, 3.86465, 1.89696)  0.06
O (-1.82536, 3.37524, 1.09302)  0.02
O (-1.05990, 5.15099, 2.38711)  0.03
C (-2.07001, 6.02913, 1.97406)  0.08
H (-0.26773, 4.66423, 4.86238)  0.01
H (1.46120, 4.55076, 5.15613)  0.01
H (0.44996, 3.14486, 5.33684)  0.00
H (1.74916, 2.99594, 3.05854)  0.01
H (1.29248, 4.53416, 2.63909)  0.02
H (-3.05662, 5.61353, 2.17899)  0.01
H (-2.10196, 6.10767, 0.88735)  0.02
H (-1.87406, 6.98050, 2.46861)  0.01
F (-3.23216, -2.95910, -1.82856)  0.00
C (-2.87744, -2.04095, -0.89196)  0.00
C (-2.44388, -2.57750, 0.32101)  0.00
C (-2.16899, -1.67413, 1.37689)  0.01
C (-2.21839, -0.29119, 1.11882)  0.01
C (-2.59983, 0.19880, -0.13386)  0.01
C (-2.92372, -0.68792, -1.17004)  0.01
H (-2.54256, -3.62126, 0.58028)  0.00
H (-1.96569, -2.09537, 2.35035)  0.00
H (-2.09642, 0.43108, 1.91245)  0.00
H (-2.67336, 1.27235, -0.22593)  0.00
H (-3.34578, -0.30743, -2.08846)  0.00

Forces on atoms 1 to 6 (eV/Å):
C -1.3 -0.1 0.4
Cl 0.6 0.2 0.0
Cl 0.1 -0.2 -0.2
H 0.0 0.0 -0.2
H 0.5 0.0 0.1
C 0.0 0.1 -0.2

- net charge = -1
- HOMO level (spin up / spin down) (Eh) = 0.026 / -0.256
- <S²> = 0.7505
- LUMO level (spin up / spin down) (eV) = 2.2 / 2.2
- HOMO-LUMO gap (spin up / spin down) (eV) = 1.535 / 9.184
- electronic energy (eV) = -108202.19049
- spin multiplicity = 2

(4)
C8H20O3P2 | wB97M-V/def2-TZVPD

Each line ends with the Löwdin charge.
Atoms and positions in Å:
C (2.02225, 3.07863, 0.24412)  -0.08
C (0.88216, -3.36453, -0.58532)  -0.14
C (-3.01260, 0.30518, -1.22046)  -0.15
C (-2.46621, -0.62258, 1.22572)  -0.12
C (-1.82159, 1.64289, 0.52326)  -0.11
C (2.40124, 1.60515, 0.05955)  -0.35
C (2.26718, -2.66678, -0.49888)  -0.27
C (-2.06497, 0.21724, 0.00867)  -0.91
O (0.82595, -1.39257, 1.89043)  -0.28
O (1.75802, 0.82890, 1.02587)  -0.21
O (2.11648, -1.25898, -0.32227)  -0.30
P (-0.62651, -0.60902, -0.67992)  1.00
P (1.05918, -0.59905, 0.70404)  0.32
H (2.01686, 3.38706, 1.27052)  0.06
H (2.81601, 3.72576, -0.20239)  0.09
H (0.93810, 3.37381, -0.08484)  0.09
H (0.89062, -4.47212, -0.69336)  0.08
H (0.17056, -3.15322, 0.27454)  0.06
H (0.45530, -2.76017, -1.43246)  0.02
H (-3.07324, -0.80511, -1.65576)  0.10
H (-4.00862, 0.76808, -0.78166)  0.12
H (-2.45848, 0.94133, -1.93596)  0.05
H (-2.73142, -1.62471, 0.90292)  0.07
H (-3.26331, -0.16761, 1.86788)  0.10
H (-1.58255, -0.66861, 1.84364)  0.04
H (-2.66798, 2.34950, 0.22804)  0.10
H (-1.81149, 1.59368, 1.63797)  0.09
H (-0.96819, 2.11650, 0.22213)  -0.01
H (3.44421, 1.49382, 0.16291)  0.10
H (2.35113, 1.38307, -0.97177)  0.05
H (2.87328, -2.86325, -1.39483)  0.12
H (2.81822, -3.00954, 0.43274)  0.13
H (0.45042, 1.22725, -2.06509)  0.12

Forces on atoms 1 to 6 (eV/Å):
C -1.0 0.9 -0.7
C -0.6 1.0 -0.3
C -0.8 -1.7 1.2
C -0.7 0.1 -0.1
C -3.1 0.1 1.6
C 0.2 2.5 0.3

- energy above the lowest of the compared OMol25 structures with the same formula, charge and spin (kcal per mole) = 12.0
- net charge = 0
- HOMO level (spin up / spin down) (Eh) = -0.342 / -0.324
- LUMO level (spin up / spin down) (eV) = -1.2 / -1.0
- HOMO-LUMO gap (spin up / spin down) (eV) = 8.120 / 7.850
- electronic energy (eV) = -33337.44159

(5)
C5H13NO | wB97M-V/def2-TZVPD

Each line ends with the Löwdin charge.
Atoms and positions in Å:
C (-2.36843, -0.61807, 0.32151)  -0.10
N (-0.99530, -0.67260, 0.83553)  -0.07
C (0.14674, -0.45810, 0.06016)  -0.38
C (1.25979, -0.03411, 0.66151)  -0.16
C (2.59549, 0.12664, -0.01363)  -0.12
C (0.00837, -0.87721, -1.38573)  -0.02
H (-2.41516, 0.01738, -0.56370)  0.08
H (-2.67881, -1.63250, 0.08373)  0.07
H (-3.00755, -0.18362, 1.08398)  0.08
H (-0.86435, -0.48225, 1.81328)  0.11
H (1.31216, 0.10393, 1.73304)  0.10
H (2.93328, -0.78079, -0.52113)  0.07
H (2.60754, 0.91674, -0.76687)  0.07
H (3.37858, 0.38413, 0.69451)  0.06
H (-0.79061, -1.61038, -1.37737)  0.07
H (0.85016, -1.51278, -1.66419)  0.08
H (0.00830, -0.03787, -2.05516)  0.08
H (0.08233, 2.34421, 0.09878)  0.02
H (-1.36058, 2.17091, 0.58761)  0.01
O (-0.70194, 2.83633, 0.37413)  -0.06

Forces on atoms 1 to 6 (eV/Å):
C 1.1 0.0 0.2
N -0.2 0.0 -0.1
C -0.4 -0.1 0.5
C 1.0 0.0 -0.4
C 0.1 -0.1 -0.4
C 1.0 -0.9 1.3

- energy above the lowest of the compared OMol25 structures with the same formula, charge and spin (kcal per mole) = 34.5
- net charge = 0
- HOMO level (Eh) = -0.282
- LUMO level (eV) = 0.9
- HOMO-LUMO gap (eV) = 8.532
- structure (SMILES) = C/C=C(\C)NC.O
- electronic energy (eV) = -8932.51500

(6)
C23H27BaN4O3S | wB97M-V/def2-TZVPD

Each line ends with the Löwdin charge.
Atoms and positions in Å:
Ba (-2.01400, 0.10982, 1.88786)  1.93
O (-2.16402, -0.69184, 4.61612)  -0.20
C (-0.95854, -0.26877, 5.27493)  -0.18
C (-0.75167, 1.22392, 5.18806)  -0.28
C (-0.37477, 1.95386, 6.30178)  0.00
C (-0.15234, 3.31714, 6.16433)  -0.03
C (-0.32795, 3.89856, 4.92179)  -0.03
C (-0.71805, 3.09468, 3.86307)  -0.14
N (-0.92145, 1.78116, 3.98104)  -0.02
H (-2.90508, -0.58408, 5.22221)  0.11
H (-0.14273, -0.78877, 4.76885)  0.13
H (-0.95976, -0.60031, 6.31267)  0.13
H (-0.25713, 1.46335, 7.25865)  0.12
H (0.14486, 3.91359, 7.01636)  0.12
H (-0.17310, 4.95636, 4.76579)  0.12
H (-0.88472, 3.51982, 2.88025)  0.08
C (5.20226, -4.58678, -0.84385)  -0.05
C (4.62991, -3.36235, -1.50712)  -0.23
C (5.43830, -2.58090, -2.32315)  -0.05
C (4.94442, -1.44235, -2.94218)  -0.07
C (3.63029, -1.06748, -2.73903)  -0.04
C (2.80366, -1.84957, -1.93882)  -0.21
N (1.46667, -1.44589, -1.69768)  0.10
C (0.50385, -1.24209, -2.64392)  -0.17
C (0.75876, -1.49637, -4.00620)  -0.01
C (-0.21161, -1.29791, -4.95969)  -0.07
C (-1.48526, -0.84037, -4.61675)  -0.09
C (-1.75602, -0.60051, -3.29175)  -0.03
C (-0.79314, -0.78845, -2.28988)  -0.08
C (-1.20088, -0.52644, -0.90221)  -0.62
O (-2.34602, -0.00019, -0.66607)  -0.30
O (-0.44577, -0.82145, 0.08471)  -0.26
C (3.28761, -3.00533, -1.32024)  -0.16
C (2.37511, -3.83781, -0.45957)  -0.03
H (6.26957, -4.66641, -1.04192)  0.08
H (4.72732, -5.49945, -1.21010)  0.08
H (5.06079, -4.56036, 0.23818)  0.08
H (6.47229, -2.86736, -2.47087)  0.11
H (5.59014, -0.83996, -3.56744)  0.11
H (3.23326, -0.16551, -3.18684)  0.12
H (1.13978, -1.40622, -0.74409)  0.10
H (1.72862, -1.87097, -4.29813)  0.11
H (0.02157, -1.51589, -5.99439)  0.11
H (-2.24369, -0.69839, -5.37350)  0.10
H (-2.74052, -0.27632, -2.98342)  0.11
H (1.34820, -3.79094, -0.82054)  0.08
H (2.37590, -3.48857, 0.57802)  0.09
H (2.68238, -4.88128, -0.44592)  0.07
C (-5.17027, 4.73012, -1.59759)  -0.06
N (-4.67764, 4.28521, -0.30748)  -0.06
C (-3.96805, 3.17367, -0.10628)  -0.87
N (-3.69233, 2.40074, -1.14679)  0.15
S (-3.46218, 2.82890, 1.49875)  0.46
H (-5.71386, 5.65921, -1.45767)  0.09
H (-5.85673, 3.99967, -2.03088)  0.09
H (-4.34868, 4.91599, -2.29249)  0.09
H (-4.85737, 4.84035, 0.51117)  0.12
H (-4.00617, 2.65032, -2.06997)  0.11
H (-3.15399, 1.53722, -1.04016)  0.05

Forces on atoms 1 to 6 (eV/Å):
Ba 0.0 0.0 0.1
O 0.0 0.0 0.0
C 0.0 0.0 0.0
C 0.0 0.0 0.1
C 0.0 0.0 0.0
C 0.0 0.0 0.0

- energy above the lowest of the compared OMol25 structures with the same formula, charge and spin (kcal per mole) = 0.0
- net charge = +1
- HOMO level (Eh) = -0.347
- LUMO level (eV) = -2.8
- HOMO-LUMO gap (eV) = 6.670
- electronic energy (eV) = -47920.89167